1.
Computed, not measured: the molecule C20H25N3O, with ωB97M-V/def2-TZVPD.

Summary:
- Energy relative to the best compared isomer or geometry (same formula, charge and spin): 41.3 kJ/mol
- F_max: 0.60 eV Å⁻¹

Element x y z (Å)
H  1.277  -1.264  0.887
H  -0.076  1.702  0.721
H  -0.722  -0.536  0.881
C  4.498  -4.960  -0.385
H  2.558  -3.491  -3.307
H  5.603  -2.432  -0.153
H  6.573  -3.376  -1.285
H  -2.151  3.422  0.138
H  -2.786  0.072  -1.245
N  -4.862  4.975  1.772
H  -4.656  6.404  3.209
C  -2.299  2.553  -0.506
N  -2.790  1.453  0.298
H  -3.040  2.820  -1.271
H  -3.075  5.062  4.605
H  0.804  1.039  -0.659
C  -3.292  1.571  1.550
C  -3.609  2.955  2.017
C  -3.460  4.671  3.676
C  3.138  -3.064  -1.291
C  2.280  -3.005  -2.382
H  -3.009  -0.595  0.388
H  -0.396  3.074  -1.376
C  -0.970  2.169  -1.174
H  5.423  -5.522  -0.501
H  3.383  -2.445  0.745
C  0.679  -1.693  -1.136
H  -1.151  1.675  -2.130
H  -4.977  3.454  0.422
N  -0.563  -1.088  -1.096
C  2.742  -2.424  -0.125
C  5.630  -2.848  -1.157
H  -2.419  2.789  3.791
C  -2.459  0.139  -0.202
C  -4.511  3.778  1.343
C  1.541  -1.748  -0.040
H  3.660  -5.634  -0.551
C  -4.342  5.414  2.905
C  1.078  -2.333  -2.311
C  -3.094  3.414  3.225
H  0.427  -2.303  -3.175
C  -0.942  -0.113  -0.104
H  -0.966  -0.934  -2.010
H  5.593  -2.026  -1.869
H  4.540  -4.216  -2.392
O  -3.514  0.608  2.262
C  -0.192  1.232  -0.257
H  4.446  -4.593  0.636
C  4.453  -3.800  -1.382

---

2.
Computed, not measured: the molecule C20H25N5O3, with ωB97M-V/def2-TZVPD.

Summary:
- Energy relative to the best compared isomer or geometry (same formula, charge and spin): 102.5 kJ/mol
- F_max: 1.44 eV Å⁻¹

Element x y z (Å)
N  0.406  -2.075  -1.069
N  0.204  0.831  1.705
H  3.274  -0.144  1.330
C  1.287  3.414  3.111
H  -0.382  1.892  4.397
C  -3.132  -0.526  1.403
C  2.110  4.205  2.328
H  -3.507  -0.822  0.420
C  0.369  -2.488  -3.497
H  -1.687  3.090  4.228
C  0.226  4.848  0.996
H  -0.369  -3.787  -1.930
H  3.439  0.270  -0.390
H  2.225  5.533  0.653
H  1.821  -4.806  -3.977
C  -1.092  0.758  1.986
N  -1.754  1.578  2.830
C  -0.979  2.465  3.675
H  1.419  -3.634  -1.981
H  -1.653  4.001  1.567
H  -0.191  5.405  0.170
H  1.196  -1.774  -3.626
C  -0.071  3.333  2.842
H  3.167  4.257  2.543
C  -0.774  -0.799  0.479
C  2.774  0.308  0.471
H  -3.851  1.489  1.183
H  2.417  -3.318  -4.751
H  1.704  2.847  3.929
N  1.569  -0.424  0.149
C  -3.848  0.707  1.945
C  0.470  -3.108  -2.092
N  -1.735  -0.208  1.287
H  -3.607  2.121  3.565
C  -0.595  4.061  1.782
O  0.367  -3.433  -4.531
C  1.611  -4.066  -4.763
C  -0.854  -1.831  -0.493
H  2.486  -5.268  -6.319
H  1.361  -4.027  -6.899
H  2.497  1.332  0.714
O  -1.843  -2.460  -0.826
H  -4.878  0.462  2.199
H  -3.130  0.460  3.973
C  1.597  -1.416  -0.807
O  2.624  -1.699  -1.392
H  0.738  -5.481  -6.121
C  1.548  -4.758  -6.117
C  1.582  4.921  1.268
C  0.400  -0.125  0.772
C  -3.112  1.224  3.182
H  -0.584  -1.958  -3.584
H  -3.261  -1.379  2.082

---

3.
Computed, not measured: the molecule C20H25NO3, with ωB97M-V/def2-TZVPD.

Summary:
- Energy relative to the best compared isomer or geometry (same formula, charge and spin): 212.0 kJ/mol
- F_max: 0.65 eV Å⁻¹

Element x y z (Å)
C  -2.746  3.171  0.848
H  -3.250  -1.438  -1.879
H  3.490  1.897  0.355
C  1.622  2.141  -0.722
C  1.377  -2.022  0.481
C  -2.751  1.653  -1.001
H  1.184  1.772  -1.653
C  -1.408  1.398  -0.795
H  3.248  -2.500  -0.470
H  -3.392  -1.588  2.425
H  1.262  -1.602  2.576
H  -3.083  -3.149  -1.422
H  4.925  1.629  -1.656
C  -1.399  2.919  1.047
C  0.741  1.728  0.461
N  3.001  0.136  -0.552
C  -0.754  -2.019  -0.695
C  -0.713  2.029  0.232
C  3.335  -0.586  0.539
H  1.666  3.229  -0.786
C  3.927  2.048  -1.754
C  0.629  -2.177  -0.676
H  -2.925  0.053  1.881
H  0.847  0.653  0.623
H  -3.265  3.863  1.496
C  0.707  -1.725  1.659
C  -3.426  2.538  -0.177
H  -4.477  2.734  -0.334
C  3.046  1.584  -0.596
H  3.284  -2.579  1.309
O  -1.313  -2.190  -1.929
H  1.089  2.235  1.363
C  2.879  -2.045  0.450
H  -0.874  3.416  1.851
H  4.003  3.132  -1.759
O  -2.768  -1.437  0.450
O  3.903  -0.123  1.503
H  1.102  -2.432  -1.613
H  -2.845  -2.655  -3.117
H  2.473  -0.316  -1.284
H  -1.151  -1.296  2.586
C  -2.704  -2.361  -2.077
C  -3.394  -0.889  1.582
H  3.505  1.725  -2.704
C  -0.664  -1.549  1.659
H  -4.423  -0.698  1.280
H  -3.275  1.157  -1.805
C  -1.416  -1.664  0.495
H  -0.895  0.692  -1.432

---

4.
Computed, not measured: the molecule C20H25NO4, with ωB97M-V/def2-TZVPD.

Summary:
- Energy relative to the best compared isomer or geometry (same formula, charge and spin): 2098.1 kJ/mol
- F_max: 19.27 eV Å⁻¹

Element x y z (Å)
C  2.176  -0.263  -0.932
H  5.018  2.608  2.117
H  -3.593  1.357  1.669
C  2.134  0.965  -0.335
C  -2.943  1.212  -0.273
H  4.481  -3.800  0.114
C  3.197  -1.078  -0.908
O  3.321  -2.297  -1.609
H  -4.791  2.131  0.347
C  1.157  2.120  -0.788
C  -6.489  -1.567  -0.042
C  -5.846  -0.398  -0.081
O  1.306  3.394  -0.309
C  3.111  1.116  0.496
C  2.420  -2.535  -2.459
C  -2.089  2.745  -0.489
O  5.100  0.568  1.961
C  -5.918  -2.326  0.774
O  5.124  -1.748  0.727
H  -1.471  2.162  -2.514
H  -4.552  -2.987  2.217
C  -4.659  -0.007  0.732
H  -0.216  0.765  -1.121
H  6.044  -3.287  0.638
H  5.916  1.570  3.432
H  -2.685  3.316  -0.682
H  -2.130  0.409  -0.058
H  2.825  -3.634  -2.931
C  5.270  -2.763  0.176
H  3.147  2.091  1.201
H  1.541  -2.440  -2.355
H  -3.336  -0.882  2.115
C  -4.200  -1.067  1.758
H  -6.373  -3.566  0.909
H  4.037  1.932  3.145
C  4.086  0.311  0.960
H  1.575  -0.251  -1.817
H  -7.478  -1.586  -0.409
C  4.055  -0.851  0.182
C  -1.047  2.776  -1.784
H  2.587  -1.793  -3.277
H  5.655  -2.790  -0.851
H  -3.286  1.126  -1.410
C  -4.801  -2.312  1.334
H  -1.576  2.691  0.548
C  5.003  1.682  2.800
C  -4.011  1.250  0.540
N  0.039  1.815  -1.208
H  -0.523  3.627  -1.609
H  -6.315  0.487  -0.641

---

5.
Computed, not measured: the molecule C20H25NO5, with ωB97M-V/def2-TZVPD.

Summary:
- Energy relative to the best compared isomer or geometry (same formula, charge and spin): 2094.7 kJ/mol
- F_max: 17.66 eV Å⁻¹

Element x y z (Å)
H  -8.008  -0.082  0.115
C  -1.856  0.033  0.287
H  -7.982  -2.922  0.787
C  6.099  -2.579  -0.513
C  -8.140  -2.647  -0.179
C  3.884  2.575  0.200
C  -7.044  -0.450  0.155
O  5.555  2.426  -1.444
C  0.267  1.332  0.233
C  4.705  1.930  -0.987
H  3.996  0.121  -0.169
C  -1.668  2.108  -0.499
H  5.158  2.603  1.950
N  4.630  0.238  -0.758
H  -4.625  -0.149  1.128
C  -4.683  0.090  0.093
H  7.291  -3.823  0.934
H  -6.988  -1.607  -1.661
H  -6.284  1.410  0.318
C  4.212  2.239  1.811
H  -8.115  -3.513  -0.898
H  0.244  3.142  -0.614
H  -4.490  -0.607  -0.346
H  -9.284  -2.108  -0.396
C  -2.472  1.176  -0.197
C  6.293  -1.396  -0.629
H  -6.262  0.886  -1.385
H  -2.279  -0.959  0.791
O  2.344  2.165  0.146
C  -6.035  0.439  -0.399
C  -6.893  -1.616  -0.665
C  -0.391  -0.042  0.513
H  6.164  0.325  -2.058
H  3.581  2.749  2.304
H  4.914  -0.945  -2.029
H  4.162  1.249  1.989
H  8.569  -1.781  1.400
O  7.261  -1.013  0.019
C  7.049  -3.079  0.354
C  7.803  -1.875  0.769
H  -2.189  3.254  -0.703
H  -6.074  -2.124  -0.578
H  -0.035  -0.751  0.971
C  5.420  -0.439  -1.449
O  2.403  -0.090  0.831
C  1.717  1.038  0.514
C  -0.429  2.377  -0.346
H  5.381  -3.325  -1.077
H  -6.804  -0.721  1.226
O  -3.873  1.150  -0.081
H  3.801  3.590  0.225

---

Number 1: HOMO-LUMO gap 8.3 eV, M 323.44 g mol⁻¹. Number 2: HOMO-LUMO gap 8.2 eV, M 383.45 g mol⁻¹. Number 3: HOMO-LUMO gap 8.9 eV, M 327.42 g mol⁻¹. Number 4: HOMO-LUMO gap 8.8 eV, M 343.42 g mol⁻¹. Number 5: HOMO-LUMO gap 8.2 eV, M 359.42 g mol⁻¹.